No. 1
The following is a quantum chemistry calculation of the molecule C2H5F2NO4S2 in a non-equilibrium geometry, from the OMol25 dataset.

Geometry as XYZ:
```
16
C2H5F2NO4S2 the ωB97M-V functional and the def2-TZVPD basis
C 0.12088 0.31403 0.18017
C -0.97146 -0.17623 1.03341
N 1.02264 -0.74381 -0.19874
O -3.78489 0.96944 1.19917
O -5.23893 -0.38857 -0.20373
O -2.79230 0.00934 -0.75256
O -3.19947 -1.77326 0.78921
F -4.38905 1.69556 -0.94605
F -1.66724 -1.92083 -1.22576
S -4.14753 0.43105 -0.03431
S -2.10033 -1.15826 0.19180
H -0.36916 0.54504 -0.83995
H 0.64828 1.19348 0.63965
H -1.02091 -0.57969 2.06301
H 1.03836 -0.74020 -1.15182
H 1.79649 -0.86531 0.41239
```

Values from the calculation:
multiplicity	1
HOMO energy	-9.2	eV
HOMO-LUMO gap	9.09	eV
LUMO level	-0.1	eV

natural (NBO) population analysis, charges in e, atoms 1 to 2: -0.28 -0.60



No. 2
The following is a quantum chemistry calculation of a 2-piece molecular cluster, C2H5F3N3OP overall in a non-equilibrium geometry, from the OMol25 dataset.

Geometry as XYZ:
```
15
C2H5F3N3OP the ωB97M-V functional and the def2-TZVPD basis
C 0.82737 0.44451 -0.79928
C 1.19163 -0.79001 -0.08357
N -3.23173 -1.42971 -0.74698
N 1.99373 1.30623 -0.95595
N -2.28675 -0.13330 1.47047
O -0.21622 0.94565 -0.13904
F 2.24459 -1.45798 -0.60848
F 1.56302 -0.47356 1.19448
F 0.07874 -1.58068 0.01305
P -2.19664 -0.45730 -0.12753
H 0.40897 -0.03498 -1.84356
H 1.80880 2.23581 -1.28421
H 2.35866 1.50237 -0.03325
H -2.49190 -0.86118 2.10393
H -2.05228 0.78412 1.83992
```

Values from the calculation:
multiplicity	1
HOMO energy (alpha / beta)	-9.7 / -9.7	eV
HOMO-LUMO gap (alpha / beta)	6.88 / 6.87	eV
LUMO level (alpha / beta)	-2.8 / -2.8	eV

natural (NBO) population analysis, charges in e, atoms 1 to 2: 0.16 0.95



These records have DFT total energy values of -1430.85758, -959.52317 Eh, in the order they appear.
These records have ΔE to the lowest compared entry with this formula, charge and spin values of 16.0, 66.0 kcal/mol, in the order they appear.